Entry 1:
Here is a structure of composition C32H30N5NaO4S4 from OMol25. Energies are from the ωB97M-V functional and the def2-TZVPD basis.

CARTESIAN COORDINATES (ANGSTROEM)
Na  -0.57159  -0.73172  0.85815
C  -2.27719  1.93657  -2.48178
C  -1.88023  0.62345  -2.68134
C  -2.30402  -0.37809  -1.81495
C  -3.13261  -0.06600  -0.74364
C  -3.51098  1.25728  -0.53351
C  -3.08834  2.25498  -1.39906
H  -1.93423  2.71808  -3.14701
H  -1.21242  0.36640  -3.49501
H  -1.95980  -1.39721  -1.94074
H  -3.43399  -0.85237  -0.06339
H  -4.12204  1.50934  0.32444
H  -3.37390  3.28511  -1.22010
O  -1.67460  0.07463  6.72246
C  -2.71998  0.59410  6.06478
C  -3.74336  1.18681  6.80891
C  -4.84675  1.73659  6.18036
C  -4.95142  1.70860  4.79516
C  -3.93466  1.12120  4.05674
C  -2.81569  0.56053  4.65912
C  -1.75947  -0.05268  3.77148
O  -1.91104  0.00252  2.52155
N  -0.75904  -0.59676  4.44141
N  0.32047  -1.03395  3.67557
C  0.30310  -2.25605  3.33056
C  1.39372  -2.82444  2.49694
C  1.16618  -4.03028  1.84072
C  2.11004  -4.48728  0.93353
C  3.26677  -3.74970  0.75487
C  3.43079  -2.59557  1.50744
N  2.53063  -2.13194  2.36392
H  -1.06981  -0.29242  5.98973
H  -3.64465  1.20002  7.88788
H  -5.63089  2.18991  6.77762
H  -5.81364  2.13706  4.29879
H  -3.97311  1.07591  2.97547
H  -0.54092  -2.90448  3.57606
H  0.22451  -4.54253  1.96952
H  1.91990  -5.37934  0.34905
H  4.00971  -4.03388  0.02134
H  4.33001  -1.99638  1.39022
O  0.87262  -6.58381  -3.25390
C  0.59811  -5.59161  -2.60327
S  -0.74366  -5.47340  -1.47706
C  -0.52795  -3.78757  -0.96406
C  0.51628  -3.13656  -1.53310
S  1.09670  -1.51871  -1.23933
S  1.47537  -4.07057  -2.69085
S  -1.65956  -3.24553  0.24873
C  0.53471  3.46384  -5.29154
C  1.95046  3.18293  -4.80363
N  1.97697  2.41637  -3.56671
C  1.93883  0.96017  -3.68102
C  3.30407  0.33269  -3.90940
C  1.80521  3.09110  -2.40292
O  1.62563  4.30398  -2.36915
C  1.97455  2.29874  -1.13685
C  3.25693  1.96352  -0.71359
C  3.41289  1.28211  0.48057
C  2.27899  0.93502  1.19960
N  1.04872  1.24321  0.79779
C  0.90434  1.91875  -0.33913
H  0.55809  3.98957  -6.24864
H  0.01151  4.08455  -4.56570
H  -0.02623  2.53741  -5.42713
H  2.47076  4.12431  -4.63291
H  2.50927  2.61604  -5.55201
H  1.26400  0.71287  -4.50591
H  1.49511  0.51684  -2.78908
H  3.78663  0.70371  -4.81715
H  3.18266  -0.74887  -3.97882
H  3.95738  0.53418  -3.05878
H  4.11665  2.24080  -1.31297
H  4.39202  0.99547  0.84021
H  2.34034  0.36158  2.11923
H  -0.11389  2.14086  -0.64479

Summary:
* charge: -2
* highest occupied orbital energy: -0.03687 Ha
* gap between HOMO and LUMO: 4.83 eV
* E_LUMO: 0.1407 Eh

These are the Mulliken partial charges, in e, on atoms 1 to 5: atom 1 (Na): 0.57, atom 2 (C): -0.26, atom 3 (C): -0.17, atom 4 (C): -0.40, atom 5 (C): -0.42

=====

Entry 2:
Here is a cluster of 2 separate species, C3H11N2 in total from OMol25. Energies are from the ωB97M-V functional and the def2-TZVPD basis.

CARTESIAN COORDINATES (ANGSTROEM)
C  2.33370  0.15691  0.42401
C  1.09299  0.62412  0.04024
N  -0.12551  0.12601  0.59019
C  -1.15199  1.17700  0.94732
H  2.45460  -0.51316  1.27309
H  3.22546  0.55706  -0.05183
H  0.93585  1.37302  -0.73215
H  0.07992  -0.46343  1.41160
H  -2.14560  0.73535  0.93632
H  -0.91831  1.56371  1.93530
H  -1.11239  1.97683  0.21082
N  -0.95166  -1.54783  -1.45756
H  -0.37871  -2.35091  -1.71697
H  -1.92126  -1.85365  -1.36521
H  -0.52778  -0.60273  -0.15764
H  -0.88930  -0.95830  -2.28753

Summary:
* multiplicity: 2
* charge: +2
* highest occupied orbital energy (alpha / beta): -0.76232 / -0.75067 Ha
* gap between HOMO and LUMO (alpha / beta): 10.70 / 6.02 eV
* E_LUMO (alpha / beta): -0.3691 / -0.5295 Eh

These are the Mulliken partial charges, in e, on atoms 1 to 5: atom 1 (C): -0.57, atom 2 (C): 0.34, atom 3 (N): -0.01, atom 4 (C): -0.78, atom 5 (H): 0.29

=====

Entry 3:
Here is a cluster of 2 separate species, C2H4F2S2 in total from OMol25. Energies are from the ωB97M-V functional and the def2-TZVPD basis.

CARTESIAN COORDINATES (ANGSTROEM)
C  0.29529  0.18832  -0.70834
C  0.90480  0.09267  0.70763
F  0.69397  1.31322  1.42092
F  0.45877  -0.91338  1.40528
S  -3.04293  -0.58470  0.32529
S  -2.34440  1.25258  -0.20559
H  0.66258  0.99508  -1.39195
H  0.13169  -0.87424  -1.07634
H  2.05662  -0.00313  0.62579
H  -2.03511  -0.92454  1.05790

Summary:
* charge: 0
* highest occupied orbital energy (alpha / beta): -0.31623 / -0.32769 Ha
* gap between HOMO and LUMO (alpha / beta): 6.86 / 8.26 eV
* E_LUMO (alpha / beta): -0.0642 / -0.0243 Eh

These are the Mulliken partial charges, in e, on atoms 1 to 5: atom 1 (C): -0.96, atom 2 (C): 0.56, atom 3 (F): -0.26, atom 4 (F): -0.21, atom 5 (S): -0.08

=====

Computed ΔE to the lowest compared entry with this formula, charge and spin, in the same sequence as the records: 0.0 207.2 228.8 kJ/mol.
Computed DFT total energy, in the same sequence as the records: -97073.923 -6248.304 -29241.378 eV.
Computed max |F|, in the same sequence as the records: 0.285 2.185 4.462 eV/A.